{"formula": "C28H53O2PSe2Si2Tm", "method": "wB97M-V/def2-TZVPD", "species": ["O", "O", "C", "C", "H", "H", "H", "H", "H", "C", "C", "H", "H", "H", "H", "H", "C", "C", "C", "H", "H", "H", "H", "H", "C", "H", "H", "H", "H", "H", "H", "Tm", "C", "Si", "H", "H", "C", "C", "C", "C", "Si", "H", "H", "C", "C", "C", "H", "H", "H", "H", "H", "H", "H", "H", "H", "H", "H", "H", "H", "H", "H", "H", "H", "H", "Se", "P", "Se", "C", "C", "C", "C", "C", "C", "C", "C", "C", "C", "C", "C", "H", "H", "H", "H", "H", "H", "H", "H", "H", "H"], "xyz": [[0.24554, 0.41311, -1.76689], [-0.31299, -4.67176, -2.73730], [-1.01309, 0.51014, -2.53782], [-1.08417, 1.81181, -3.30329], [-1.81302, 0.41732, -1.79526], [-1.02261, -0.36411, -3.19422], [-0.88921, 2.68357, -2.66288], [-2.09700, 1.91137, -3.71238], [-0.37562, 1.81577, -4.14004], [1.44468, 0.48968, -2.61346], [1.44955, -0.59009, -3.67434], [2.31340, 0.41822, -1.93154], [1.45707, 1.48932, -3.07012], [1.48880, -1.58782, -3.22207], [2.34771, -0.45172, -4.28852], [0.57620, -0.52740, -4.33836], [0.48005, -5.75510, -2.22461], [-0.97096, -4.91670, -3.98874], [1.97051, -5.54989, -2.44580], [0.16471, -6.71431, -2.67545], [0.26959, -5.77011, -1.14476], [2.22024, -5.52380, -3.51185], [2.52565, -6.37862, -1.99595], [2.31226, -4.62478, -1.96894], [-0.04971, -5.29481, -5.13844], [-1.49580, -3.98298, -4.22857], [-1.71734, -5.71430, -3.83248], [0.74032, -4.55152, -5.29305], [-0.63021, -5.34849, -6.06505], [0.40268, -6.27924, -4.98615], [-1.50498, -3.61711, -0.68871], [0.61121, 0.95853, 0.30971], [-1.82960, -3.82547, 0.35074], [-3.53106, -4.63985, 0.44366], [-1.08302, -4.49318, 0.80489], [-1.83156, -2.87500, 0.90437], [-4.55569, -3.95899, -0.98412], [-4.41995, -4.27559, 2.06561], [-3.36551, -6.50784, 0.23488], [-1.52900, 1.63368, 0.61482], [-2.17542, 2.34592, 2.20313], [-2.04669, 0.68414, 0.38308], [-1.83573, 2.32439, -0.19276], [-3.31822, 1.18634, 3.14986], [-3.09507, 3.91584, 1.71459], [-0.89778, 2.90967, 3.46434], [-4.34151, -6.99949, 0.35377], [-2.67474, -6.92850, 0.97911], [-2.97699, -6.74393, -0.76601], [-4.80131, -2.90229, -0.81299], [-5.49393, -4.51941, -1.10026], [-3.98630, -4.03471, -1.92053], [-4.34730, -3.21144, 2.32675], [-3.99031, -4.85881, 2.89161], [-5.48641, -4.53317, 1.98922], [-3.72660, 3.73128, 0.83509], [-2.38397, 4.71313, 1.45896], [-3.73615, 4.27661, 2.52965], [-0.18402, 3.62945, 3.04329], [-0.31109, 2.07745, 3.87969], [-1.42090, 3.40356, 4.30003], [-3.78356, 1.71995, 3.99072], [-2.76551, 0.33415, 3.56673], [-4.12158, 0.78712, 2.51702], [1.95403, 3.11533, -0.56707], [2.62855, 3.17281, 1.52315], [2.07454, 1.27318, 2.55373], [4.44673, 3.30431, 1.65204], [5.17474, 2.17645, 1.25142], [6.56300, 2.14280, 1.37773], [7.24036, 3.24978, 1.90813], [6.51735, 4.37482, 2.31696], [5.12075, 4.41811, 2.18661], [1.95969, 4.72926, 2.19241], [2.13005, 5.09184, 3.53858], [1.58149, 6.29570, 4.00721], [0.86513, 7.13578, 3.14429], [0.69510, 6.76577, 1.80539], [1.24977, 5.58193, 1.33089], [4.63500, 1.30219, 0.87227], [7.11583, 1.25128, 1.07997], [8.32533, 3.21480, 2.03114], [7.03969, 5.22291, 2.76401], [4.56592, 5.30128, 2.51013], [2.68881, 4.43876, 4.21282], [1.72057, 6.57791, 5.04920], [0.44778, 8.07381, 3.50807], [0.13358, 7.40683, 1.12374], [1.12921, 5.31320, 0.27561]], "relative_energy_kj_mol": 0.00, "total_charge": 1, "lumo_energy_ha": [-0.1164, -0.1152], "s2": 2.002, "orbital_gap_ev": [8.2, 8.2], "energy_ha": -8057.4771, "homo_energy_ev": [-11.3, -11.3], "multiplicity": 3}

=====

{"formula": "C21H42Br2F3N6O7", "method": "wB97M-V/def2-TZVPD", "species": ["C", "C", "O", "C", "C", "O", "C", "C", "C", "O", "N", "C", "C", "C", "F", "Br", "C", "F", "F", "Br", "C", "C", "O", "N", "O", "N", "N", "H", "H", "H", "H", "H", "H", "H", "H", "H", "H", "H", "H", "H", "H", "H", "H", "H", "H", "H", "H", "C", "C", "C", "O", "C", "N", "H", "H", "H", "H", "H", "H", "H", "H", "H", "H", "H", "C", "C", "C", "O", "C", "N", "H", "H", "H", "H", "H", "H", "H", "H", "H", "H", "H"], "xyz": [[-4.72751, 2.34536, -3.16062], [-4.53158, 3.67761, -3.89492], [-4.20445, 3.52136, -5.25928], [-2.87128, 3.11640, -5.49033], [-2.93571, 1.85873, -6.33710], [-1.69112, 1.46166, -6.89980], [-0.65898, 1.29317, -5.96357], [-1.04955, 0.43101, -4.80812], [-0.87332, 0.66145, -3.47125], [-0.32724, 1.68940, -2.81557], [-1.43627, -0.38332, -2.77596], [-1.44562, -0.38108, -1.29995], [-1.16219, -1.73630, -0.61753], [-2.05912, -1.97846, 0.59195], [-2.07690, -0.85422, 1.35602], [-1.27397, -3.42385, 1.62523], [-3.51563, -2.35064, 0.24920], [-3.53276, -3.51007, -0.44283], [-4.03478, -1.39593, -0.56268], [-4.65823, -2.49947, 1.81533], [-1.96335, -1.24251, -3.66833], [-2.71920, -2.49843, -3.36650], [-3.61387, -2.85221, -4.40507], [-4.60301, -1.80143, -4.55475], [-5.30072, -2.02751, -5.43640], [-1.71438, -0.76912, -4.88495], [-2.11970, -1.33181, -6.11439], [-4.77727, 1.51039, -3.85692], [-5.65779, 2.33461, -2.59738], [-3.93207, 2.15416, -2.43879], [-5.45073, 4.25468, -3.86113], [-3.77520, 4.26946, -3.37441], [-2.38769, 2.92948, -4.52707], [-2.31936, 3.90182, -6.01040], [-3.59854, 2.06130, -7.17408], [-3.39695, 1.04232, -5.77439], [-0.31390, 2.25166, -5.56442], [0.18289, 0.86618, -6.50950], [0.49967, 1.94989, -3.23620], [-2.36310, 0.08231, -0.95506], [-0.64939, 0.30384, -1.03284], [-0.15503, -1.69027, -0.21326], [-1.17804, -2.58351, -1.29418], [-2.02022, -3.33056, -3.29362], [-3.26926, -2.40784, -2.43779], [-1.51110, -0.93828, -6.82600], [-1.93522, -2.32934, -6.08159], [0.61086, -2.06861, 4.84796], [1.22217, -3.46613, 4.83852], [2.08157, -3.78049, 6.07038], [3.35482, -3.17249, 6.06164], [3.38429, -1.82750, 6.50810], [1.95622, -3.65625, 3.58138], [1.34351, -1.29749, 4.60790], [-0.17599, -2.01626, 4.09698], [0.17464, -1.83223, 5.81975], [0.39653, -4.18556, 4.84615], [2.27264, -4.85674, 6.08875], [1.54490, -3.53001, 6.99467], [2.65907, -1.65151, 7.30744], [3.20329, -1.13245, 5.68438], [4.38293, -1.63044, 6.89735], [2.27275, -4.61994, 3.52197], [2.81366, -3.11358, 3.64449], [5.61794, 1.20559, 4.75852], [4.59166, 1.46261, 3.66095], [4.96417, 2.61710, 2.72102], [4.76541, 3.90598, 3.26019], [5.81540, 4.39627, 4.07548], [3.27060, 1.64929, 4.27202], [5.55948, 1.94531, 5.55653], [5.44389, 0.23009, 5.21167], [6.63365, 1.21361, 4.35942], [4.54377, 0.56161, 3.04056], [4.30751, 2.56741, 1.84712], [5.99531, 2.51053, 2.35883], [6.79101, 4.06025, 3.71309], [5.69335, 4.09389, 5.11791], [5.78198, 5.48381, 4.03155], [2.57126, 1.71585, 3.53803], [3.26445, 2.56639, 4.71046]], "total_charge": 1, "lumo_energy_ha": -0.1126, "orbital_gap_ev": 7.7, "energy_ha": -7127.7803, "homo_energy_ev": -10.7}

=====

{"formula": "C5H6O", "method": "wB97M-V/def2-TZVPD", "species": ["O", "C", "C", "C", "C", "C", "H", "H", "H", "H", "H", "H"], "xyz": [[2.94444, -0.28081, 0.21975], [1.74472, -0.33096, 0.24342], [0.67288, -1.14315, -0.25812], [-1.81356, 0.32527, 0.19494], [-0.66505, 0.97773, 0.36363], [0.61918, 0.49735, -0.21738], [-0.11486, -1.43501, 0.43421], [0.85821, -1.83874, -1.07438], [-1.86071, -0.59890, -0.37867], [-2.75044, 0.69207, 0.59697], [-0.66268, 1.95339, 0.84479], [1.02288, 1.19033, -0.96541]], "relative_energy_kj_mol": 249.52, "total_charge": 0, "lumo_energy_ha": 0.0263, "orbital_gap_ev": 9.8, "energy_ha": -269.2512, "homo_energy_ev": -9.1, "smiles": "C=C[C@@H]1CC1=O"}

=====

{"formula": "CHFN2OS", "method": "wB97M-V/def2-TZVPD", "species": ["C", "N", "N", "O", "F", "S", "H"], "xyz": [[0.83456, -0.45826, 0.35447], [0.77667, -0.90258, 1.51809], [-1.17419, 1.24610, 0.10428], [1.29804, -1.76670, 0.36088], [0.10586, 0.16356, -1.96894], [0.04958, 1.17309, -0.70610], [-1.89052, 0.54478, 0.33732]], "relative_energy_kj_mol": 464.32, "total_charge": 0, "lumo_energy_ha": -0.0327, "orbital_gap_ev": 8.4, "energy_ha": -721.2836, "homo_energy_ev": -9.3}